{
  "formula": "C64H128O16",
  "method": "wB97M-V/def2-TZVPD",
  "e_homo_ev": -9.0399,
  "energy_ha": -3718.84148,
  "de_lowest_kj_mol": 160.9,
  "gap_ev": 9.725,
  "lumo_energy_ev": 0.68,
  "elements": ["C", "C", "C", "O", "C", "H", "H", "H", "H", "H", "H", "H", "H", "C", "C", "C", "O", "C", "H", "H", "H", "H", "H", "H", "H", "H", "C", "C", "C", "O", "C", "H", "H", "H", "H", "H", "H", "H", "H", "C", "C", "C", "O", "C", "H", "H", "H", "H", "H", "H", "H", "H", "C", "C", "C", "O", "C", "H", "H", "H", "H", "H", "H", "H", "H", "C", "C", "C", "O", "C", "H", "H", "H", "H", "H", "H", "H", "H", "C", "C", "C", "O", "C", "H", "H", "H", "H", "H", "H", "H", "H", "C", "C", "C", "O", "C", "H", "H", "H", "H", "H", "H", "H", "H", "C", "C", "C", "O", "C", "H", "H", "H", "H", "H", "H", "H", "H", "C", "C", "C", "O", "C", "H", "H", "H", "H", "H", "H", "H", "H", "C", "C", "C", "O", "C", "H", "H", "H", "H", "H", "H", "H", "H", "C", "C", "C", "O", "C", "H", "H", "H", "H", "H", "H", "H", "H", "C", "C", "C", "O", "C", "H", "H", "H", "H", "H", "H", "H", "H", "C", "C", "C", "O", "C", "H", "H", "H", "H", "H", "H", "H", "H", "C", "C", "C", "O", "C", "H", "H", "H", "H", "H", "H", "H", "H", "C", "C", "C", "O", "C", "H", "H", "H", "H", "H", "H", "H", "H"],
  "xyz": [[-0.0392, 2.9222, 6.1344], [0.9244, 2.9970, 7.2869], [2.2011, 3.5423, 6.6609], [2.2664, 2.8898, 5.3737], [0.9121, 2.4471, 5.0188], [-0.4286, 3.9113, 5.7840], [-0.9293, 2.2599, 6.2696], [1.1912, 1.9989, 7.6623], [0.6419, 3.6091, 8.1803], [3.0760, 3.2589, 7.2492], [2.2011, 4.6475, 6.5512], [0.9664, 1.3738, 4.9482], [0.6523, 2.8015, 4.0120], [0.0552, -6.0302, -1.5886], [-0.3783, -5.4816, -3.0139], [0.9498, -5.1596, -3.6274], [1.8005, -4.6736, -2.5604], [1.5247, -5.5396, -1.4959], [0.0261, -7.1307, -1.5713], [-0.5837, -5.6696, -0.7988], [-1.0570, -4.6362, -2.9724], [-0.9306, -6.2194, -3.6230], [0.8744, -4.3284, -4.3927], [1.2271, -6.1048, -4.1000], [1.8144, -5.0045, -0.5824], [2.1204, -6.4171, -1.6486], [2.8524, 0.7604, -5.4917], [2.4233, -0.7085, -5.7259], [1.3499, -0.8228, -4.6580], [0.6790, 0.3956, -4.4901], [1.5792, 1.4360, -5.0519], [3.3204, 1.3131, -6.2475], [3.5531, 0.8209, -4.6460], [3.1719, -1.4700, -5.5637], [1.9684, -0.7752, -6.7399], [1.8559, -1.1286, -3.7131], [0.5239, -1.5471, -4.7741], [1.7591, 2.1504, -4.2795], [1.1353, 1.9526, -5.9167], [-2.1227, 2.8663, 2.1284], [-2.0694, 3.9625, 3.1891], [-2.9733, 3.3175, 4.3116], [-3.0091, 1.9721, 4.0975], [-2.2080, 1.5994, 3.0057], [-1.2587, 2.8706, 1.4842], [-3.0544, 2.9358, 1.5248], [-2.4836, 4.9817, 2.8784], [-1.0513, 4.0610, 3.5605], [-3.9544, 3.7267, 4.2675], [-2.5771, 3.5616, 5.3180], [-2.7306, 0.8012, 2.5159], [-1.2012, 1.2707, 3.2393], [1.1523, -6.7435, 2.8870], [-0.1659, -5.9804, 2.7319], [0.2378, -4.5283, 2.6217], [1.3518, -4.6095, 1.7437], [2.0845, -5.7847, 2.1773], [0.9893, -7.7169, 2.3727], [1.4045, -6.8595, 3.9306], [-0.9130, -6.1879, 3.5000], [-0.6278, -6.2359, 1.7742], [0.5940, -4.0670, 3.5697], [-0.5409, -3.8704, 2.2335], [2.9746, -5.4699, 2.8124], [2.5574, -6.1723, 1.2927], [-6.4097, 0.2311, 3.2851], [-6.1618, 1.6587, 2.7158], [-6.4408, 1.4693, 1.2223], [-6.5446, 0.0723, 0.9626], [-7.0487, -0.5612, 2.1270], [-6.9878, 0.1599, 4.2364], [-5.4130, -0.1374, 3.5244], [-5.0679, 1.8972, 2.8394], [-6.7781, 2.4706, 3.1180], [-5.6875, 1.8409, 0.5957], [-7.3585, 1.9755, 0.8845], [-6.7999, -1.6292, 2.0783], [-8.1334, -0.4438, 2.2109], [-0.6452, -2.7263, 6.2682], [-2.0521, -2.9075, 5.6324], [-2.0840, -1.8466, 4.4559], [-0.7865, -1.2908, 4.4011], [-0.2138, -1.3860, 5.7060], [-0.0411, -3.5320, 5.8267], [-0.5730, -2.7614, 7.3638], [-2.7732, -2.6462, 6.3676], [-2.2621, -3.9028, 5.2291], [-2.8243, -1.0746, 4.5946], [-2.1530, -2.4708, 3.5835], [-0.5385, -0.5714, 6.4165], [0.8572, -1.1639, 5.6403], [-0.6733, 6.7979, -0.8250], [0.5257, 6.7388, 0.1627], [1.6569, 7.2629, -0.6933], [1.4914, 6.7080, -2.0151], [0.0591, 6.4571, -2.1898], [-1.0583, 7.7918, -0.8678], [-1.4903, 6.0564, -0.6846], [0.7653, 5.6857, 0.3685], [0.3266, 7.2755, 1.0738], [2.6368, 6.9558, -0.2988], [1.6259, 8.3692, -0.7497], [-0.0348, 5.4041, -2.5357], [-0.2721, 7.0078, -3.0650], [-3.4133, -3.2679, -5.7043], [-3.5942, -2.0904, -4.7363], [-2.3020, -2.0926, -3.9552], [-1.3172, -2.7723, -4.7861], [-1.9111, -3.3293, -5.9409], [-4.0658, -3.1483, -6.5647], [-3.7055, -4.1864, -5.2180], [-4.4394, -2.2388, -4.0424], [-3.8201, -1.1726, -5.2528], [-2.3177, -2.5888, -2.9664], [-1.8917, -1.0903, -3.8074], [-1.5404, -4.3611, -6.1017], [-1.6230, -2.7045, -6.7921], [4.7348, -2.8517, -1.5774], [4.9066, -1.3815, -1.3887], [4.3613, -0.7851, -2.6811], [4.7036, -1.7755, -3.6685], [5.0664, -3.0586, -3.0313], [3.7680, -3.1978, -1.3947], [5.3563, -3.4210, -0.8922], [5.9605, -1.0871, -1.1786], [4.3315, -0.9914, -0.5205], [4.9151, 0.1289, -2.9249], [3.3178, -0.6398, -2.6707], [6.1487, -3.2089, -3.2415], [4.4845, -3.8346, -3.4083], [-2.4647, 3.0117, -2.5409], [-3.9216, 2.8151, -1.9110], [-4.4541, 1.5892, -2.6828], [-3.2782, 0.9651, -3.2761], [-2.4204, 1.9996, -3.6741], [-1.7535, 2.6894, -1.7779], [-2.1652, 4.0282, -2.8598], [-4.5351, 3.6894, -2.0511], [-3.8723, 2.6417, -0.8259], [-5.0813, 1.9882, -3.4839], [-4.9809, 0.8333, -2.0914], [-2.7664, 2.5287, -4.5783], [-1.4714, 1.5368, -3.9298], [2.8766, -1.1556, 2.6554], [3.7957, -2.3366, 2.2267], [4.1410, -2.9170, 3.6264], [4.2017, -1.7423, 4.5209], [3.4122, -0.7146, 4.0180], [1.7945, -1.4797, 2.6640], [2.9356, -0.3379, 1.9450], [4.7309, -2.0265, 1.7914], [3.2604, -3.0339, 1.6403], [5.1515, -3.3723, 3.6811], [3.3395, -3.5321, 3.9845], [4.0331, 0.1996, 3.8311], [2.6691, -0.3175, 4.7043], [3.5150, 4.6390, -4.5980], [5.0007, 4.0826, -4.7515], [5.8802, 5.0804, -3.9844], [4.9294, 6.0473, -3.4454], [3.7884, 6.1095, -4.3116], [2.9826, 4.1699, -3.7256], [2.9706, 4.3675, -5.5600], [5.2027, 3.9306, -5.8116], [4.9632, 3.0826, -4.3242], [6.5684, 5.5838, -4.6519], [6.5161, 4.6948, -3.1675], [4.1098, 6.7364, -5.1343], [2.9372, 6.4576, -3.7633], [-0.4555, -1.7575, -1.1032], [0.4757, -1.5347, 0.1265], [-0.2695, -0.4545, 0.9232], [-1.2809, 0.1159, 0.0486], [-1.0528, -0.3799, -1.2194], [-1.2164, -2.4999, -0.8902], [0.0086, -2.0513, -2.0360], [1.4049, -1.2493, -0.3573], [0.6512, -2.4504, 0.6667], [0.4489, 0.3213, 1.3578], [-0.7222, -0.9090, 1.8191], [-0.3291, 0.2707, -1.7398], [-1.9625, -0.4104, -1.8545], [-4.2243, -2.0326, -0.0486], [-4.2438, -3.5268, -0.2590], [-3.0792, -4.1006, 0.5787], [-2.8156, -3.0659, 1.5925], [-3.6074, -1.8398, 1.3774], [-5.1807, -1.6017, 0.0699], [-3.6739, -1.5109, -0.8186], [-4.2002, -3.8650, -1.2901], [-5.1693, -3.9173, 0.1688], [-2.1772, -4.1758, -0.0206], [-3.3392, -5.0430, 1.0528], [-2.9072, -1.0387, 1.3879], [-4.4386, -1.7548, 2.0792], [3.4934, 3.1090, 0.0164], [2.7272, 2.1113, -0.8842], [1.3734, 2.8496, -0.8109], [1.1884, 3.2682, 0.4945], [2.5061, 3.4002, 1.1242], [3.5601, 4.0175, -0.5569], [4.4843, 2.8270, 0.3450], [2.7283, 1.1860, -0.2858], [2.9890, 1.9804, -1.9477], [0.5933, 2.1574, -1.1541], [1.4011, 3.7332, -1.4379], [2.6991, 2.5611, 1.8448], [2.6650, 4.2997, 1.7174]]
}